The following is a quantum chemistry calculation of a single C4H9NO2 molecule, from OMol25.

Geometry as XYZ:
```
16
Properties=species:S:1:pos:R:3:mulliken_charge:R:1
H -0.16552 -2.72616 -0.56471 0.404
N -1.48643 -1.21878 -0.88631 -0.405
H 2.15145 0.83279 1.66138 0.292
H -0.15475 0.42138 1.64697 0.337
H 2.39745 -0.51059 -0.29587 0.308
C 1.39011 -0.09589 -0.14636 -0.352
C -2.01764 0.12239 -0.73434 -0.660
C 1.43886 1.05852 0.85701 -0.412
C -0.42374 -1.68048 -0.40179 -0.002
H 1.78079 1.97254 0.36570 0.315
H 0.99897 0.21657 -1.11958 0.319
H -3.04676 0.03041 -0.37000 0.303
H -2.10321 0.56732 -1.73001 0.273
H -1.45901 0.80520 -0.08750 0.261
O 0.53568 -1.09800 0.41075 -0.427
O 0.16375 1.30278 1.39467 -0.554
```

## Properties
HOMO-LUMO gap in eV: 10.630
Strongest force on any atom in Eh/bohr: 0.011
Charge: 0

The following is a quantum chemistry calculation of a molecular structure, C38H47N4S5Y at a distorted geometry, from OMol25.

Geometry as XYZ:
```
95
Properties=species:S:1:pos:R:3:mulliken_charge:R:1
H -2.62098 -0.34561 -4.67064 0.580
H 1.67882 -7.42521 2.19416 0.378
H -0.45068 4.44799 -3.72804 0.455
C 2.17642 -4.29491 4.31556 -0.131
H 2.00132 4.27719 -3.27564 0.459
C 3.11922 -2.38011 0.34616 -1.755
C 2.39202 4.49419 -2.27994 -2.637
H 2.57972 -0.85651 3.33776 0.586
H 3.40302 -5.76821 1.50736 0.404
C 1.84562 -6.52141 2.77346 -0.502
H 3.63752 -3.20391 -0.13054 0.529
H -2.65848 4.54819 -2.05144 0.432
H -2.17628 -1.77741 -2.80694 0.402
C -0.66578 3.83989 0.63796 0.791
H 1.02532 -1.30861 -4.71414 0.620
H 0.60692 -5.19641 5.48596 0.429
H -3.07788 4.77749 -0.36554 0.511
C -1.59088 -0.33641 -4.29934 -0.907
H 3.20462 3.78099 -2.11384 0.524
C -0.01938 4.55909 -1.58354 0.417
H 1.24032 0.59269 1.82236 0.780
H -3.43708 -6.53271 3.29106 0.395
C -2.28578 -0.06201 0.34566 -0.725
H -6.75358 -4.47791 1.97506 0.369
C -3.29888 -4.40241 3.58946 -0.335
N -1.01918 -0.46181 0.10576 0.741
C 0.67692 3.77309 1.01606 1.699
H -2.31838 -4.44381 4.04956 0.493
H -0.86928 2.34339 -5.27794 0.881
H 1.03072 0.77039 -5.32344 0.581
S 0.16052 -1.46421 -2.44144 0.408
C 1.08022 1.64079 -4.66674 -1.130
H 1.61502 2.40999 -5.23554 0.674
H 3.27272 -0.45441 -4.29934 0.680
C 2.34902 -1.51361 -0.40984 -0.363
H 2.24872 -1.64491 -1.48354 0.451
C -1.02008 4.22449 -0.65964 1.080
C -5.23568 -3.20241 2.82076 -0.167
C 2.96392 -4.45721 3.17806 0.391
C -1.71918 3.42589 1.61386 -2.077
H -1.25278 -2.47251 -4.13154 0.507
C -0.43358 -1.22931 1.04906 -0.382
C -5.77128 -4.41911 2.43546 -0.402
C 1.01302 3.39879 2.42656 -2.500
C -2.99598 -0.39891 1.48486 -0.683
N -5.13988 -5.60131 2.59566 -0.544
C 1.24692 -5.27671 4.61186 -0.490
H -1.88628 2.35039 1.55396 0.082
N 1.67842 -0.46181 0.10576 0.392
C 1.45572 -1.45851 -3.72174 -0.978
H -2.72928 0.55879 -0.42764 0.444
H 0.69082 4.16949 3.12836 0.449
C 1.32822 4.36599 -1.23744 1.592
C -1.33058 -1.59571 -3.48014 -0.893
H 3.41652 2.88239 0.57716 0.300
C 2.53032 -1.07331 2.27696 -0.610
S 4.18632 -3.23281 2.74676 -0.086
H 2.07842 3.24829 2.58316 0.455
Y 0.32962 0.88699 -1.24304 -0.433
C -1.05908 -1.61951 2.22036 -0.989
S -1.36158 1.13319 -3.25864 0.124
H -0.94288 -0.30471 -5.17844 0.429
H -4.00998 -0.04051 1.61956 0.572
H -1.43448 3.66529 2.63876 0.477
C -3.91918 -5.56661 3.17056 -0.420
H 3.78162 4.41419 -0.21254 0.452
H 2.81552 5.49799 -2.29014 0.511
H 0.58702 -1.53121 0.83166 0.993
C -0.36758 5.17189 -2.91124 -1.665
C 1.67782 4.03179 0.07866 0.966
H 0.52402 2.46379 2.70486 0.464
C -2.36988 -1.20071 2.43646 -0.445
C -3.97008 -3.19621 3.40266 0.451
C 2.56852 -0.43981 -3.46004 -0.889
H -5.79758 -2.28811 2.66866 0.383
H 3.28362 4.40629 1.45386 0.501
H 3.13942 -0.74911 -2.57674 0.504
C 3.20352 -2.15741 1.71866 -0.025
H 0.32962 0.88699 0.80676 0.476
H 1.89772 -2.46111 -3.73674 0.586
C 3.10992 3.92459 0.49116 -2.283
H 2.27832 -3.42991 4.96066 0.446
C -0.32058 2.17199 -4.34524 -0.105
H -0.23258 3.14959 -3.85714 -1.253
H -2.66948 3.92749 1.43126 0.470
H -2.83088 3.15119 -1.00564 0.193
S -3.22848 -1.66261 3.92946 -0.106
H -1.30358 5.72739 -2.86334 0.594
C 2.80252 -5.59661 2.39316 -0.165
S 2.07892 1.30229 -3.17994 0.059
H -0.53068 -2.23321 2.94076 0.817
N 1.06272 -6.38551 3.86456 -0.541
C 1.78582 -0.26391 1.43656 -0.717
H 0.38332 5.90539 -3.20164 0.479
C -2.46738 4.18079 -1.04444 -1.973
```

## Properties
HOMO-LUMO gap in eV: 6.542
Strongest force on any atom in Eh/bohr: 0.092
Charge: +2

The following is a quantum chemistry calculation of a single C12H24NO4PS2 molecule at a distorted geometry, from OMol25.

Geometry as XYZ:
```
44
Properties=species:S:1:pos:R:3:mulliken_charge:R:1
O 1.50655 1.37734 -3.43179 -0.296
H 0.19174 0.36755 4.47734 0.292
H -1.25900 -4.59743 0.46377 0.300
H -1.26930 0.39224 5.56060 0.347
C 2.65524 2.27750 -3.26931 -0.159
H 2.41180 3.23899 -2.86371 0.280
H 0.47128 2.61550 -4.76564 0.277
H 0.33102 -4.46527 -0.33392 0.313
O 1.66562 0.66145 1.78421 -0.622
O -0.10448 -2.86459 0.87905 -0.312
C 3.28290 2.29726 -4.64161 -0.987
H -1.22560 1.35966 3.97851 0.299
C 0.56274 0.84320 1.23080 0.126
H -2.26550 -1.63319 5.53065 0.447
H -0.71153 -2.24484 5.05032 0.412
H 1.47615 1.72920 -0.56434 0.106
N -0.63763 0.30220 1.76728 -0.009
C -0.91594 0.42372 4.43757 -1.189
H 2.42758 2.77202 -5.18938 0.211
H -2.50199 -0.50532 3.36154 0.287
H 3.45879 1.34768 -5.11083 0.287
H -1.69774 -2.85110 -1.35630 0.483
C -1.52466 -0.76599 3.72607 0.447
S -0.85423 1.52223 -0.99478 -0.257
H 0.41794 -1.30169 2.88547 0.431
H -2.10429 -2.94963 4.24982 0.270
H 3.29979 1.59329 -2.55984 0.208
H -1.16861 -4.38290 -1.90176 0.363
P -0.73200 2.73216 -2.78483 0.206
C -0.50567 -3.90765 -0.00700 -0.126
H 0.53037 2.94089 0.32336 0.475
C -0.93359 -3.49469 -1.32929 -1.374
C 0.27949 1.90186 -3.90747 -0.453
H 4.19031 2.91513 -4.71716 0.359
H -1.43278 0.50401 1.16244 0.259
H -2.00376 3.08314 -3.34507 0.148
S 0.14254 4.46357 -2.20246 -0.468
C -1.05105 -2.19955 1.59498 0.001
C -1.66137 -1.97579 4.70353 -1.588
H -0.25400 1.01043 -4.15965 0.368
O -2.28658 -2.41410 1.59172 -0.591
H -0.13903 -3.00596 -1.78731 0.337
C -0.57350 -1.00288 2.45897 0.128
C 0.51198 1.89034 0.00548 -0.038
```

## Properties
HOMO-LUMO gap in eV: 8.987
Strongest force on any atom in Eh/bohr: 0.112
Charge: 0

The following is a quantum chemistry calculation of a single C5H4O2 molecule, from OMol25.

Geometry as XYZ:
```
11
Properties=species:S:1:pos:R:3:mulliken_charge:R:1
H -0.27442 -2.13357 -0.98681 0.358
C -0.10664 1.05845 1.04660 -0.173
H -0.17591 1.68560 1.93222 0.403
O -2.36815 -0.52919 -0.99502 -0.532
H 1.74834 -0.53004 -1.29305 0.371
C 1.01838 0.68973 0.41837 -0.368
O -1.32214 0.64396 0.60408 -0.313
H 1.99243 0.97262 0.79771 0.357
C 0.94975 -0.37398 -0.57249 -0.237
C -0.15856 -1.13898 -0.56976 -0.386
C -1.38548 -0.39047 -0.31503 0.522
```

## Properties
HOMO-LUMO gap in eV: 9.229
Strongest force on any atom in Eh/bohr: 0.017
Charge: 0

The following is a quantum chemistry calculation of a molecular structure, C26H22N5O7Pb at a distorted geometry, from OMol25.

Geometry as XYZ:
```
61
Properties=species:S:1:pos:R:3:mulliken_charge:R:1
O -7.56327 -0.32285 0.15275 -0.585
O 0.88138 0.15837 0.68161 -0.517
H -3.02232 -4.58632 -0.58331 0.424
H 1.70114 3.12523 -2.78825 0.202
C 1.59632 -1.92390 -1.57148 0.561
N 3.40265 1.35837 0.29253 0.727
C 1.37944 -2.74565 4.66727 -0.382
H 0.56286 -2.56815 -3.30124 0.342
C 1.58996 -2.43729 -2.96493 -1.225
O -1.11267 2.51412 -2.45503 -0.338
C 1.90976 -0.03580 1.40884 0.185
C -5.19722 0.81904 -0.38949 -0.801
N 3.10358 0.49668 1.29438 -0.879
H 5.67063 1.44436 1.81101 0.317
H 3.09990 4.22523 -2.88108 0.377
C -2.96329 -0.77858 -0.63232 0.503
H 1.84769 4.46843 -1.65043 0.279
N -6.71418 -1.05538 -0.30529 0.972
C 5.79573 1.27162 0.74175 -1.231
O 0.06109 1.71557 -2.67234 -0.595
C 2.66383 -2.36017 4.30266 -0.799
C 1.75460 -0.97873 2.55778 0.695
C 2.85239 -1.47432 3.25514 -0.417
C -4.22160 -1.40154 -0.51681 0.634
O 2.47175 2.01066 -0.49733 0.071
C 4.50086 2.75454 -1.00969 -1.489
H -5.14772 -3.35108 -0.38890 0.536
H -4.60531 3.51293 -0.33079 0.443
N -1.82142 -1.48198 -0.81937 0.059
C 2.40986 3.71852 -2.21127 -1.046
H -0.71819 -2.54158 4.26481 0.423
H 3.51876 -2.75058 4.83869 0.406
C -2.80475 0.64308 -0.58921 -0.771
C -1.37019 2.51829 -1.03334 0.671
C -4.21631 -2.81827 -0.49130 -0.504
Pb 0.06615 -0.00153 -1.41151 1.424
H -0.37608 -0.97590 2.37232 0.542
H -0.90538 -3.31679 -0.94146 0.470
C 4.61323 1.78772 0.01042 1.108
C -3.75103 2.87498 -0.52282 -0.885
H 2.14764 -3.37364 -3.00798 0.382
H 2.05938 -1.67741 -3.59241 0.370
C -5.34595 -0.53797 -0.39865 -0.167
C -1.84855 -2.79571 -0.80518 -0.165
H 6.69690 1.76745 0.39243 0.372
H 5.89187 0.19566 0.59766 0.311
C 3.17818 2.86183 -1.28105 0.757
N -1.55528 1.16830 -0.60257 -0.102
H -0.47043 2.90941 -0.55065 0.327
O -6.92358 -2.18721 -0.70737 -0.610
C 0.47004 -1.37254 2.91783 -0.323
H 5.30405 3.30388 -1.46765 0.474
C -3.93961 1.43048 -0.49050 0.976
H 1.23453 -3.42948 5.49346 0.398
H -2.40093 4.46326 -0.86106 0.457
C -2.55541 3.39503 -0.78840 -1.195
H -6.08692 1.43051 -0.31340 0.554
C 0.28303 -2.24923 3.97636 -0.800
C -3.03783 -3.50609 -0.61158 -1.079
H 3.84922 -1.16577 2.97049 0.445
O 2.10702 -2.14214 -0.56273 -0.292
```

## Properties
HOMO-LUMO gap in eV: 6.412
Strongest force on any atom in Eh/bohr: 0.024
Charge: +1

The following is a quantum chemistry calculation of 2 unconnected molecules or ions with the total composition C5H9N, from OMol25.

Geometry as XYZ:
```
15
Properties=species:S:1:pos:R:3:mulliken_charge:R:1
H -1.52448 0.62152 1.24198 0.232
H 2.35885 0.01378 1.60819 0.329
C 1.77637 -0.10067 0.71109 -0.537
H 1.29564 -1.84386 -0.68184 0.195
H -0.60313 -1.83320 1.20033 0.200
C 0.82929 0.25911 -0.09874 0.236
H 0.05582 -1.50303 1.36474 -0.219
C -1.40073 1.25514 0.36593 -0.407
H -1.72253 2.28735 0.48053 0.234
H 2.45347 -0.60348 -1.37452 0.214
H -1.66353 -0.49210 -0.96756 0.233
N -0.22083 1.06253 -0.44524 -0.227
C -1.47963 0.58059 -0.96160 -0.309
H -1.85363 1.12089 -1.82727 0.241
C 1.69906 -0.82458 -0.61603 -0.414
```

## Properties
HOMO-LUMO gap in eV: 9.431
Strongest force on any atom in Eh/bohr: 0.012
Charge: 0

The following is a quantum chemistry calculation of a single C3H6N2O molecule, from OMol25.

Geometry as XYZ:
```
12
Properties=species:S:1:pos:R:3:mulliken_charge:R:1
N -1.30769 -1.16056 -0.52046 -0.668
O -1.28542 2.11754 0.61012 -0.518
C -1.67205 1.07910 0.12863 0.126
N 0.44399 0.05225 0.60856 -0.294
H -2.65976 0.96161 -0.34792 0.375
H 1.72955 -1.48719 -0.05593 0.273
C -0.80040 -0.14671 0.06741 0.424
H 1.56824 -0.10021 -1.16538 0.307
H 0.52117 0.99029 0.98379 0.309
C 1.61822 -0.40255 -0.11132 -0.917
H -0.65885 -1.94942 -0.54390 0.246
H 2.50301 0.04586 0.34641 0.338
```

## Properties
HOMO-LUMO gap in eV: 9.780
Strongest force on any atom in Eh/bohr: 0.008
Charge: 0

The following is a quantum chemistry calculation of a molecular structure, H24O12Xe, from OMol25.

Geometry as XYZ:
```
37
Properties=species:S:1:pos:R:3:mulliken_charge:R:1
H 2.62608 -1.74830 0.91729 0.316
H 4.75417 1.17523 -0.48148 0.260
O 1.48650 -3.10259 -0.02482 -0.721
O 2.07684 3.51531 -1.37600 -0.614
H -2.82375 1.84514 -0.04205 0.314
H 3.75930 1.85601 0.43432 0.345
O 3.81929 1.35248 -0.37753 -0.599
H -1.48821 -0.76858 -2.28580 0.316
H 1.45324 -3.98426 0.34635 0.302
H -1.97180 -1.71014 3.55407 0.253
H 1.73233 -0.08267 -3.42231 0.313
H 0.05554 -2.76846 -1.20099 0.326
H -3.24164 -2.31862 0.43752 0.276
Xe 0.44777 0.63542 0.24246 0.033
H -2.72451 2.51309 -1.39701 0.331
H -0.97196 -3.04787 -2.27713 0.280
O 2.62561 -0.34833 -3.20389 -0.598
H 1.71694 4.06901 -0.68309 0.316
H -3.12559 1.87517 2.69352 0.320
H -2.18028 0.57513 -2.19986 0.437
H 3.18196 0.21819 -3.73847 0.286
H 2.46245 2.77160 -0.91294 0.262
H -1.95364 -1.89611 -0.23661 0.365
H -0.88198 0.57198 3.53398 0.360
O -0.78319 -2.46102 -1.54488 -0.634
O -2.96448 1.68778 -0.97568 -0.654
O -1.83175 -0.90958 3.04838 -0.600
H 2.09158 -3.17559 -0.76291 0.356
O -2.78393 2.17749 1.85203 -0.690
O -1.80805 -0.04594 -2.82592 -0.649
O -0.65649 1.36646 4.01790 -0.630
H -3.40860 2.84339 1.56465 0.311
O 3.49450 -1.35493 1.00296 -0.664
H -1.03503 2.07776 3.50119 0.302
H 3.51276 -0.66649 0.33817 0.340
O -2.64626 -1.57535 0.34099 -0.655
H -2.01582 -1.16197 2.14359 0.389
```

## Properties
HOMO-LUMO gap in eV: 10.152
Strongest force on any atom in Eh/bohr: 0.019
Charge: 0

The following is a quantum chemistry calculation of a single C3H4F2 molecule at a distorted geometry, from OMol25.

Geometry as XYZ:
```
9
Properties=species:S:1:pos:R:3:mulliken_charge:R:1
F -0.73053 -2.47050 -0.33533 -0.214
C -0.74917 -1.30164 0.23415 -0.197
C 0.08160 -0.21859 -0.33954 0.469
H 1.35221 1.38765 0.54238 0.267
C 0.38611 1.16906 0.10771 -0.900
F 0.73475 -0.44671 -1.54055 -0.271
H -1.10625 -1.34089 1.33653 0.254
H -0.35654 1.53507 0.80374 0.291
H 0.38781 1.68657 -0.80908 0.300
```

## Properties
HOMO-LUMO gap in eV: 9.917
Strongest force on any atom in Eh/bohr: 0.127
Charge: 0

Record order is preserved below.
Relative energy (zero: lowest compared OMol25 entry of this formula, charge and spin): 57.5 58.9 22.6 18.6 96.7 112.2 32.0 15.3 29.4 kcal/mol
Record order is preserved below.
Electronic energy: -362.9940 -3723.9033 -1965.0100 -343.3628 -1996.7816 -250.4881 -302.6421 -1246.6325 -316.3690 a.u.
Record order is preserved below.
E_LUMO: 0.921 -5.796 0.317 0.135 -4.080 1.220 0.169 -0.017 1.023 eV